Entry 1:
Below is the molecule C6H6ClN3 at a distorted geometry, with properties calculated with ωB97M-V/def2-TZVPD.

XYZ file:
```
16
Properties=species:S:1:pos:R:3:forces:R:3:mulliken_charge:R:1
Cl -2.19528 1.35248 -0.74894 0.407 0.666 0.363 -0.117
N -1.10623 0.87147 0.63239 -1.761 -1.836 0.036 -0.655
C -1.26047 -0.71086 0.62778 -1.220 1.775 3.675 -0.399
C -0.88379 -1.34117 -0.63263 -1.008 -0.781 -0.757 -0.144
C 0.11062 -0.77875 -1.30466 1.873 0.184 1.284 -0.618
C 0.78238 0.34103 -0.61706 3.552 0.901 -1.621 0.805
N 2.03028 0.84236 -0.89256 -2.019 -0.618 1.193 -0.722
C 2.18461 1.91357 -0.01160 1.505 0.789 -1.766 -0.286
C 1.06786 2.12293 0.74535 -1.094 -0.523 -0.584 -0.296
N 0.22574 1.09132 0.34037 -1.043 -0.465 -0.303 0.474
H -2.32297 -1.06267 0.99587 2.009 1.331 -0.784 0.254
H -0.56614 -0.80290 1.53704 -0.644 -0.946 -1.363 0.254
H -1.57844 -2.14016 -0.98182 1.163 0.440 0.125 0.318
H 0.74130 -1.20671 -2.07104 -0.684 0.078 -0.633 0.404
H 3.11219 2.56418 -0.20627 -1.692 -1.114 0.960 0.340
H 0.59815 2.86479 1.37149 0.656 0.118 0.176 0.388
```
Positions in Å, forces in eV/Å.

Properties
* largest force on an atom: 0.08284 Eh/bohr
* molar mass: 155.6 g mol⁻¹
* multiplicity: 1
* net charge: 0
* HOMO energy: -8.79 eV
* SMILES: ClN1CC=Cc2nccn21
* ΔE to the lowest compared entry with this formula, charge and spin: 221.34 kJ/mol

***

Entry 2:
Below is the molecule C6H6ClN3 at a distorted geometry, with properties calculated with ωB97M-V/def2-TZVPD.

XYZ file:
```
16
Properties=species:S:1:pos:R:3:forces:R:3:mulliken_charge:R:1
C -0.67894 -0.85711 0.50755 0.671 -3.541 1.008 -0.528
C 0.46466 -1.55767 0.28112 -1.427 1.099 -0.385 -0.289
C -0.78243 0.53585 0.20408 0.215 -0.039 1.825 0.745
C 0.37691 1.36164 0.42204 3.532 0.688 -0.486 0.382
C 1.73222 -0.96548 -0.25993 -0.680 -0.477 0.410 -0.526
C -1.19145 2.58685 -0.16281 -1.300 2.801 1.114 -0.245
N -1.76604 1.31658 -0.00457 -1.387 -1.261 -0.217 -0.598
N 0.18774 2.61943 0.25758 1.200 -2.408 0.338 -0.476
N 2.16110 0.09916 0.63680 -2.613 2.586 -0.073 -0.329
Cl 3.50329 0.95801 -0.04095 -0.403 -0.137 -0.016 -0.101
H -1.35819 -1.48930 1.14183 -0.322 1.268 -1.270 0.279
H 0.43524 -2.63937 0.33273 0.040 0.047 0.633 0.352
H 2.44438 -1.79225 -0.10150 0.357 0.567 -1.004 0.395
H 1.47310 -0.64268 -1.28172 1.019 -0.264 -0.035 0.342
H -1.17003 2.67380 -1.21021 0.152 0.637 -1.791 0.298
H -1.82054 3.48834 0.17926 0.946 -1.566 -0.051 0.298
```
Positions in Å, forces in eV/Å.

Properties
* largest force on an atom: 0.07278 Eh/bohr
* molar mass: 155.6 g mol⁻¹
* multiplicity: 1
* net charge: 0
* HOMO energy (alpha / beta): -9.20 / -9.20 eV
* ΔE to the lowest compared entry with this formula, charge and spin: 465.56 kJ/mol

***

Entry 3:
Below is the molecule C6H6ClNO2S at a distorted geometry, with properties calculated with ωB97M-V/def2-TZVPD.

XYZ file:
```
17
Properties=species:S:1:pos:R:3:forces:R:3:mulliken_charge:R:1
C 1.00422 1.42786 -0.61606 1.728 -1.297 0.859 -0.410
C -0.19254 0.74569 -1.05992 -0.314 4.746 -1.755 -0.226
C 1.82775 1.12232 0.43703 0.013 1.211 -1.475 -0.216
C 1.87650 -0.06307 1.32575 -1.777 1.660 -2.172 -0.455
C -0.72069 -0.34060 -0.67102 -0.740 -4.134 2.304 0.359
C 1.06893 -1.10798 1.20247 -0.698 -0.524 -1.105 -0.188
N -0.08013 -1.29206 0.29809 -0.461 -0.080 -0.351 -0.077
O -3.10944 -0.02405 0.36531 0.159 -1.503 -0.316 -0.528
O -2.82255 0.30301 -2.14497 -0.209 -0.008 0.074 -0.524
S -2.54836 -0.70312 -1.14039 1.188 0.788 2.258 0.573
Cl -0.11644 -2.91886 -0.47173 0.396 0.904 0.565 -0.141
H 1.28036 2.16506 -1.36104 0.311 0.556 0.710 0.294
H -0.79289 1.50532 -1.69038 0.437 -1.869 0.769 0.230
H 2.63640 1.87676 0.54019 -0.375 -0.817 0.193 0.251
H 2.60006 -0.02012 2.07635 0.933 -0.296 1.119 0.376
H 1.33188 -1.94842 1.83930 -0.869 -0.266 -0.229 0.343
H -3.24307 -0.72774 1.07103 0.276 0.930 -1.448 0.339
```
Positions in Å, forces in eV/Å.

Properties
* largest force on an atom: 0.09859 Eh/bohr
* molar mass: 191.6 g mol⁻¹
* multiplicity: 1
* net charge: 0
* HOMO energy: -8.12 eV
* ΔE to the lowest compared entry with this formula, charge and spin: 292.56 kJ/mol

***

Entry 4:
Below is the molecule C6H6ClNO3 at a distorted geometry, with properties calculated with ωB97M-V/def2-TZVPD.

XYZ file:
```
17
Properties=species:S:1:pos:R:3:forces:R:3:mulliken_charge:R:1
C 0.27802 -1.46443 0.48594 9.195 1.121 -2.414 -0.129
C 1.35666 -0.68228 -0.31390 -3.166 -6.105 3.529 -0.484
C -0.95853 -1.03506 0.58674 -4.366 1.112 0.584 -0.584
C 1.15275 0.60922 -0.64484 -4.720 2.017 0.706 -0.792
C -1.46705 0.16075 -0.11199 2.083 0.476 0.317 -0.044
C -0.11819 1.30703 -0.29267 -1.410 -2.517 -2.051 0.247
N -0.01830 1.97499 1.00271 -2.137 2.603 -1.960 1.019
O -0.45521 3.12176 0.98109 0.691 -0.499 1.158 -0.586
O 0.37655 1.33214 1.90991 0.871 -0.851 2.125 -0.549
O -0.42581 2.20440 -1.28986 -0.404 -0.036 -0.513 -0.564
Cl -1.98697 -0.19857 -1.78781 0.031 -0.199 -0.557 -0.229
H 0.68413 -2.20913 1.18872 -0.409 -0.149 -0.988 0.352
H 2.28861 -1.07358 -0.63295 0.692 -0.957 0.433 0.431
H -1.58754 -1.72627 1.16144 -0.401 0.904 -0.117 0.355
H 1.85556 1.22947 -0.98609 2.731 2.168 -1.552 0.634
H -2.36531 0.58576 0.31859 0.252 0.352 0.340 0.518
H -0.80539 1.68322 -2.04731 0.465 0.559 0.960 0.405
```
Positions in Å, forces in eV/Å.

Properties
* largest force on an atom: 0.18615 Eh/bohr
* molar mass: 175.6 g mol⁻¹
* multiplicity: 3
* net charge: 0
* HOMO energy (alpha / beta): -6.27 / -10.51 eV

***

Entry 5:
Below is a structure of composition C6H6F12N2O9S4Sn at a distorted geometry, with properties calculated with ωB97M-V/def2-TZVPD.

XYZ file:
```
40
Properties=species:S:1:pos:R:3:forces:R:3:mulliken_charge:R:1
Sn -14.83989 -6.91464 7.54860 0.104 -0.209 0.244 1.380
C -19.45008 -6.77027 12.17193 3.125 1.302 -0.228 0.704
F -19.63618 -7.80492 12.91561 -1.014 -0.434 0.840 -0.184
F -19.49034 -7.17647 10.88800 -0.548 0.916 0.591 -0.220
F -20.22842 -5.71992 12.46320 0.060 -1.271 -0.646 -0.193
S -17.54523 -6.13338 12.53636 0.147 0.727 -2.391 0.877
O -17.14342 -5.38788 11.31451 -0.664 -1.336 1.523 -0.661
O -17.52301 -5.38714 13.78103 -0.359 -1.357 -1.443 -0.505
N -16.72207 -7.65540 12.37108 -1.207 1.844 1.275 -0.379
S -16.51629 -8.27031 13.86049 0.499 -0.065 2.329 1.072
O -16.01426 -7.25512 14.79863 -0.345 -1.830 -1.298 -0.591
O -17.59912 -9.14088 14.32260 1.257 1.135 -0.840 -0.581
C -15.06560 -9.49262 13.54340 -0.489 1.369 1.248 0.643
F -14.33446 -9.06676 12.49062 -0.084 -0.750 0.834 -0.222
F -14.32269 -9.60229 14.67558 -0.221 0.627 -1.327 -0.211
F -15.60509 -10.66121 13.35648 0.067 -0.926 -0.997 -0.199
C -13.13496 -12.74944 5.73620 0.225 1.114 0.655 0.711
F -13.80512 -13.19727 4.70680 -0.596 0.175 0.074 -0.190
F -13.95273 -12.16731 6.68500 0.425 -0.006 -1.417 -0.255
F -12.58583 -13.75995 6.35733 0.850 -0.489 0.119 -0.210
S -11.79434 -11.46958 5.10945 0.280 0.867 2.070 0.895
O -11.31436 -10.76061 6.30579 -1.187 -0.810 -1.633 -0.624
O -10.79727 -12.22545 4.36533 -1.777 1.059 0.580 -0.507
N -12.89300 -10.36426 4.26163 2.400 -2.514 0.598 -0.416
S -12.60993 -10.78830 2.73431 0.486 0.479 -4.352 1.024
O -11.41806 -10.18329 2.10242 -1.676 -0.636 1.521 -0.591
O -12.85803 -12.18659 2.36707 0.063 1.662 0.919 -0.548
C -14.08726 -9.87314 1.91424 2.064 -1.239 0.159 0.630
F -14.11495 -10.11619 0.58439 -0.120 0.303 1.207 -0.205
F -15.12557 -10.36469 2.52354 -1.888 -0.641 0.023 -0.229
F -14.07356 -8.57886 2.14818 0.228 1.011 -0.294 -0.220
C -9.29042 -5.25844 4.31778 0.238 -0.243 -0.444 -0.910
C -10.45297 -4.34904 4.04013 0.391 -0.324 -0.620 -0.209
O -11.11840 -4.12233 5.24619 -1.045 0.779 1.200 -0.540
H -9.03304 -5.80694 3.41170 0.301 -0.016 0.062 0.304
H -9.60795 -5.97612 5.07423 0.160 -0.061 -0.028 0.268
H -8.43188 -4.69131 4.67745 0.059 -0.182 0.058 0.287
H -11.14967 -4.82883 3.35274 -0.056 0.084 -0.106 0.209
H -10.13211 -3.39409 3.62393 -0.004 -0.054 -0.323 0.278
H -10.89419 -3.23074 5.52261 -0.148 -0.061 0.259 0.316
```
Positions in Å, forces in eV/Å.

Properties
* largest force on an atom: 0.08568 Eh/bohr
* molar mass: 725.1 g mol⁻¹
* multiplicity: 1
* net charge: 0
* HOMO energy: -9.50 eV

***

Entry 6:
Below is the molecule C6H6F2, with properties calculated with ωB97M-V/def2-TZVPD.

XYZ file:
```
14
Properties=species:S:1:pos:R:3:forces:R:3:mulliken_charge:R:1
C 2.60772 -1.61558 0.37746 -0.660 0.311 -0.062 0.214
C 1.45399 -1.26206 0.33601 0.733 -0.432 -0.008 -0.823
C 0.04764 -0.83343 0.25197 0.105 0.486 0.028 0.537
C -0.20716 0.29294 1.24058 -0.142 -0.336 0.140 -0.555
C -0.53113 1.54767 1.00291 0.276 -0.537 -0.456 -0.170
F -0.65901 2.07128 -0.22308 0.008 0.114 -0.247 -0.236
C -0.30109 -0.51412 -1.19788 0.342 0.477 -0.084 -0.731
F -1.64833 -0.22810 -1.29271 -0.236 -0.009 0.024 -0.284
H 3.64138 -1.89672 0.40531 -0.326 0.050 0.018 0.431
H -0.60744 -1.65848 0.51981 0.017 -0.278 0.234 0.250
H -0.15134 0.01751 2.29421 0.064 0.090 -0.261 0.291
H -0.69271 2.28141 1.74722 -0.184 0.534 0.727 0.381
H -0.10730 -1.37584 -1.82373 0.130 -0.221 -0.118 0.370
H 0.26371 0.35094 -1.56705 -0.127 -0.249 0.066 0.325
```
Positions in Å, forces in eV/Å.

Properties
* largest force on an atom: 0.01790 Eh/bohr
* molar mass: 116.1 g mol⁻¹
* multiplicity: 1
* net charge: 0
* HOMO energy: -9.90 eV
* SMILES: C#C[C@@H](/C=C\F)CF
* ΔE to the lowest compared entry with this formula, charge and spin: 202.71 kJ/mol